Entry 1:
Entry from OMol25: a 4-piece molecular cluster, C21H46N4O13P overall (wB97M-V/def2-TZVPD).

Summary:
HOMO level: -0.426 Ha
total charge: +1
frontier orbital gap: 7.714 eV

Structure (XYZ):
```
85
Properties=species:S:1:pos:R:3:forces:R:3:mulliken_charge:R:1
C 3.682397 0.462494 0.760484 0.89 -0.42 -0.49 -0.669
O 3.319081 -0.890345 0.468752 -0.32 0.49 0.57 -0.284
C 2.261612 -1.408350 1.249487 -0.26 -0.19 -1.11 -0.648
C 1.180312 -1.972915 0.295759 0.27 -0.54 0.30 0.081
C 0.887902 -3.466061 0.535888 -0.38 0.36 0.20 -0.599
C -0.331912 -3.752726 1.408212 0.93 0.34 0.48 -1.163
N -1.470446 -2.836762 1.170529 0.16 -1.83 0.22 0.662
C -2.609692 -3.246256 2.116719 0.30 1.22 0.24 -0.793
C -3.148521 -2.068225 2.894941 -1.03 -0.26 -0.29 -0.875
C -4.202668 -1.203444 2.162265 0.36 0.55 0.67 -0.454
C -3.803941 0.253469 2.259634 0.45 -0.39 0.10 -0.660
O -2.596478 0.433291 1.457106 -0.63 -0.66 -1.00 -0.188
C -2.635770 1.579944 0.706328 0.87 -1.61 -0.37 0.752
C -2.455160 1.413585 -0.771533 -0.06 -0.34 0.28 -1.280
O -2.782486 2.610003 1.226559 -0.72 2.87 1.11 -0.520
C -1.997112 -2.994830 -0.070991 0.73 -0.25 0.63 -0.707
N -2.608678 -1.946530 -0.527020 -0.86 0.83 -0.95 0.672
N -1.900594 -4.200405 -0.753976 -0.26 1.33 -0.38 -0.138
P -1.442415 -4.138725 -2.492449 -1.01 -1.53 -1.33 0.093
N -0.710535 -2.596259 -2.721680 -0.04 -0.30 0.41 -0.486
O -0.148318 -5.117995 -2.551077 0.11 1.27 0.27 -0.422
H 4.760566 0.488984 0.876730 0.23 0.05 0.02 0.191
H 3.262077 0.843557 1.683576 -0.40 0.04 0.03 0.425
H 3.460342 1.074400 -0.109197 -0.30 0.31 0.11 0.198
H 2.674594 -2.198670 1.874649 -0.11 -0.09 0.29 0.212
H 1.772950 -0.652945 1.859348 0.34 0.22 0.30 0.391
H 0.296786 -1.346859 0.387326 -0.25 -0.09 -0.04 -0.170
H 1.517235 -1.876866 -0.726494 0.32 0.24 -0.19 0.358
H 1.737262 -3.877264 1.066715 0.22 -0.26 0.06 0.638
H 0.830926 -4.038411 -0.382435 -0.16 0.07 -0.25 0.026
H -0.605190 -4.800477 1.354809 -0.29 -0.19 -0.23 0.447
H -0.031583 -3.592891 2.438806 -0.11 0.25 0.26 0.575
H -3.384981 -3.765928 1.559885 -0.26 -0.07 -0.02 0.354
H -2.192830 -3.957735 2.810441 0.32 -0.29 0.03 0.577
H -2.343470 -1.442843 3.251895 0.41 0.04 -0.04 0.368
H -3.628128 -2.475308 3.780259 -0.03 -0.11 0.21 0.510
H -4.371883 -1.486071 1.130982 -0.01 -0.09 -0.17 0.166
H -5.161842 -1.266185 2.663238 -0.25 -0.23 0.07 0.543
H -3.547191 0.477356 3.288951 -0.04 0.23 0.18 0.295
H -4.593057 0.925125 1.943967 -0.03 0.18 -0.22 0.319
H -2.504583 2.393968 -1.216182 -0.01 0.15 -0.27 0.375
H -1.506620 0.945384 -1.009595 0.27 -0.10 -0.03 0.353
H -3.262770 0.780993 -1.133767 -0.15 0.01 -0.27 0.369
H -3.426444 -1.998830 -1.120833 0.38 -0.20 -0.51 0.374
H -2.339132 -1.013703 -0.229341 -0.28 -0.17 0.91 -0.608
H -2.823969 -4.631133 -0.721882 0.20 -0.46 -0.05 0.470
H -1.446320 -1.902765 -2.808367 0.07 0.17 0.11 0.212
H -0.310171 -2.639322 -3.658422 0.25 -0.01 0.08 0.297
H 0.642620 -4.600655 -2.309040 0.14 -0.50 0.00 0.375
C -10.357878 0.376934 -0.340388 -0.24 -0.16 0.03 -0.621
O -9.517941 1.443604 -0.792099 0.09 0.02 0.02 -0.335
C -8.337709 1.514073 -0.187602 -0.13 0.00 -0.04 0.784
O -7.932997 0.772862 0.675412 0.05 0.03 -0.11 -0.555
O -7.664965 2.546262 -0.702641 -0.02 -0.04 0.03 -0.326
C -6.377667 2.737456 -0.126652 0.31 0.16 0.04 -0.476
H -11.278787 0.437874 -0.912302 0.08 0.15 -0.08 0.225
H -9.887367 -0.587091 -0.525224 0.07 0.02 0.09 0.289
H -10.587697 0.490787 0.717080 0.11 -0.04 0.02 0.298
H -5.755366 1.857148 -0.296813 -0.02 -0.04 0.12 0.073
H -6.453427 2.949899 0.938516 0.00 -0.13 0.02 0.320
H -5.919571 3.589972 -0.619931 -0.18 0.02 -0.11 0.311
C 4.356417 6.115966 2.587016 -0.14 0.06 0.20 -0.616
O 5.316314 6.280906 1.542936 0.02 -0.04 -0.06 -0.336
C 5.551197 5.179890 0.828817 0.08 0.05 -0.03 0.786
O 5.034721 4.103535 0.992646 -0.06 0.04 0.04 -0.536
O 6.459447 5.472465 -0.101009 -0.02 0.03 0.02 -0.339
C 6.810592 4.373757 -0.945870 0.13 -0.12 -0.17 -0.659
H 4.261833 7.077673 3.082981 0.12 0.06 -0.12 0.218
H 3.388687 5.830063 2.178071 0.04 -0.11 0.00 0.283
H 4.696747 5.375610 3.308931 -0.04 -0.08 -0.07 0.287
H 5.941371 4.017939 -1.496259 -0.03 -0.08 0.10 0.308
H 7.246114 3.563117 -0.364202 -0.13 -0.05 0.02 0.296
H 7.550445 4.743698 -1.650701 -0.02 0.17 0.09 0.303
C 5.000456 -1.193422 -2.940066 -0.23 -0.12 0.07 -0.604
O 6.263667 -0.835851 -3.497223 0.03 0.01 -0.01 -0.348
C 6.957740 0.038278 -2.763525 0.05 0.00 -0.04 0.795
O 6.601675 0.522665 -1.719203 -0.01 -0.02 -0.09 -0.535
O 8.107587 0.281854 -3.389482 -0.07 -0.03 0.00 -0.353
C 8.962975 1.208800 -2.717687 0.22 0.13 0.05 -0.468
H 4.536478 -1.898777 -3.625090 0.19 0.02 -0.13 0.267
H 5.125982 -1.672776 -1.970471 -0.02 0.15 0.07 0.296
H 4.359492 -0.317531 -2.848038 0.05 0.02 0.13 0.277
H 9.246548 0.829853 -1.737511 -0.11 0.04 0.04 0.299
H 8.478674 2.179536 -2.623679 -0.06 -0.05 0.09 0.147
H 9.854455 1.315145 -3.328720 -0.08 -0.11 -0.11 0.231
```
Positions in Å, forces in eV/Å.



Entry 2:
Entry from OMol25: C21H47InOP3S as an isolated structure (wB97M-V/def2-TZVPD).

Summary:
HOMO level: -0.613 Ha
total charge: +3
frontier orbital gap: 6.415 eV

Structure (XYZ):
```
74
Properties=species:S:1:pos:R:3:forces:R:3:mulliken_charge:R:1
In -0.232808 0.557967 0.276397 0.17 -1.03 1.07 0.831
P 0.513520 -2.221123 1.626082 0.70 -0.79 0.40 0.631
P 2.089667 0.418202 -0.869586 0.79 -0.54 0.27 0.937
P -2.630446 -0.716585 0.762824 -0.25 -0.61 0.53 0.889
H -1.543428 2.448746 -2.725227 -0.50 -0.17 0.32 0.890
C -2.097182 1.826480 -2.007062 -2.23 1.28 -2.56 -1.542
C -1.489581 1.962472 -0.647969 0.03 0.98 0.65 -1.019
H -0.896443 2.902788 -0.655316 -0.43 -0.38 -0.30 0.601
C 0.657360 -3.781702 0.654274 -0.26 0.22 -0.25 -1.398
C 2.225070 -2.140618 2.285764 0.11 0.41 0.06 -1.030
C -0.275088 -2.932386 3.134220 -0.35 0.43 0.04 -1.599
C 2.581198 1.727179 -2.031180 -0.40 0.44 -0.14 -1.101
C 3.432332 0.424569 0.375147 -0.03 0.13 0.25 -1.026
C 2.272964 -1.127658 -1.809417 -0.05 -0.08 -0.07 -0.891
C -4.175376 -0.004849 0.092355 0.07 0.25 -0.26 -1.338
C -2.999119 -0.753071 2.559056 0.08 0.19 0.09 -1.201
C -2.710439 -2.460387 0.214860 -0.01 -0.08 -0.20 -1.272
H -3.143272 2.203490 -1.961577 0.90 0.19 -0.04 0.541
H -2.306634 2.150108 0.075803 0.56 -0.21 -0.25 0.517
H 0.950153 -4.596563 1.332498 -0.05 0.24 -0.23 0.401
H 1.412718 -3.673124 -0.132176 -0.18 -0.15 0.16 0.435
H -0.307200 -4.022599 0.190827 0.30 -0.10 0.08 0.362
H 2.337757 -2.890296 3.081610 0.11 0.22 -0.32 0.526
H 2.405163 -1.141412 2.703990 0.11 -0.30 0.00 0.133
H 2.957358 -2.336681 1.492652 -0.15 0.02 0.24 0.336
H 0.401363 -3.695659 3.544660 -0.27 0.20 -0.17 0.578
H -1.245738 -3.390768 2.909328 0.25 0.08 0.12 0.476
H -0.413430 -2.140524 3.881137 -0.01 -0.27 -0.04 0.409
H 3.584617 2.083618 -1.765137 -0.30 -0.08 -0.17 0.530
H 1.876496 2.564367 -1.966474 0.25 -0.02 -0.10 0.314
H 2.581389 1.348614 -3.060142 0.05 0.08 0.33 0.164
H 3.822493 -0.590564 0.529163 -0.08 0.39 -0.08 0.353
H 3.056888 0.813782 1.334004 0.20 -0.16 -0.30 0.034
H 4.231752 1.088194 0.011264 -0.19 -0.37 0.21 0.521
H 3.261365 -1.127099 -2.289218 -0.21 -0.10 0.13 0.504
H 1.496463 -1.184727 -2.583439 0.18 -0.01 0.13 0.118
H 2.178477 -2.001547 -1.151688 0.08 0.28 -0.19 0.062
H -5.004414 -0.269834 0.765241 0.22 0.07 -0.32 0.528
H -4.374551 -0.407328 -0.908874 0.02 0.09 0.22 0.341
H -4.104044 1.086170 0.020971 -0.20 -0.22 0.09 0.342
H -4.090327 -0.752757 2.689565 0.36 -0.08 0.11 0.517
H -2.585527 0.151969 3.027176 -0.24 -0.26 -0.01 0.265
H -2.567598 -1.635351 3.047604 -0.14 0.31 -0.17 0.246
H -3.747704 -2.692234 -0.066108 0.31 -0.07 0.16 0.542
H -2.380541 -3.152932 1.000391 -0.14 0.22 -0.26 0.344
H -2.072741 -2.588810 -0.671141 -0.22 -0.07 0.20 0.270
C -1.320665 0.356347 -4.367114 -0.68 -1.01 -0.60 0.798
C -1.563390 -0.824718 -5.261474 0.53 0.00 1.15 -1.128
C -0.306037 -1.469920 -5.708873 -0.10 0.04 -0.77 -0.532
C 0.868710 -0.779912 -5.709129 0.19 -0.95 -0.49 -0.467
C 0.961241 0.498267 -5.110886 -1.28 0.33 0.25 -0.496
C -0.113501 1.038242 -4.393818 0.71 0.44 0.15 -0.341
S -2.706276 0.427820 -3.411406 1.54 1.80 3.03 -0.072
H -2.259619 -1.409433 -4.622866 0.61 -0.69 -1.25 0.517
H -2.139957 -0.531940 -6.152378 0.09 0.04 -0.13 0.403
H -0.421499 -2.445917 -6.186187 0.30 0.30 0.01 0.480
H 1.750274 -1.185133 -6.213793 -0.33 0.02 0.30 0.473
H 1.890265 1.053490 -5.199976 -0.08 -0.02 0.06 0.622
H 0.016521 1.968022 -3.836995 0.02 -0.32 -0.24 0.539
C 0.450208 4.158021 2.383401 -0.03 0.01 0.14 -1.333
C 1.417919 2.995664 2.275238 0.15 0.27 0.01 -0.360
O 0.786193 1.698159 2.382210 -0.39 -0.59 -0.96 -0.075
C 0.200460 1.446597 3.680325 -0.26 0.00 0.33 0.186
C 1.227330 1.387444 4.792561 0.04 -0.02 0.09 -1.308
H -0.397692 4.063670 1.692865 0.14 -0.04 0.11 0.222
H 0.982834 5.079243 2.131211 -0.07 -0.08 0.08 0.443
H 0.069695 4.265123 3.406608 0.04 0.07 -0.29 0.376
H 1.927730 2.999180 1.306179 -0.06 -0.07 0.06 0.275
H 2.185772 3.059278 3.057238 -0.11 -0.01 -0.30 0.449
H -0.326800 0.488559 3.587145 0.13 0.14 -0.05 -0.272
H -0.543228 2.229593 3.884919 0.10 -0.26 -0.05 0.435
H 0.719839 1.095075 5.719369 0.11 0.10 -0.15 0.461
H 2.012470 0.649400 4.593770 -0.14 0.10 -0.03 0.228
H 1.698268 2.360250 4.964728 -0.11 -0.20 0.08 0.405
```
Positions in Å, forces in eV/Å.



Record order is preserved below.
Total energy: -64382.91436, -68434.45362 eV
Record order is preserved below.
Relative energy (zero: lowest compared OMol25 entry of this formula, charge and spin): 26.7, 0.0 kcal/mol